Entry A
One molecule with the formula C3H3NO3. Source: the Open Molecules 2025 dataset; level of theory: ωB97M-V with the def2-TZVPD basis set.

Results
M: 101.061 u
LUMO: 0.218 eV
HOMO energy: -10.4 eV
SMILES string: [H]/N=C(/C=O)OC=O

ORCA input file:
```
! wB97M-V def2-TZVPD RIJCOSX def2/J DEFGRID3
* xyz 0 1
N -0.5269 1.4041 -0.4395
C -0.5025 0.2216 -0.0317
O 0.5332 -0.7145 -0.0425
C 1.8178 -0.2943 0.0525
O 2.1714 0.8457 0.1436
C -1.7893 -0.4802 0.3218
O -2.1880 -1.2585 -0.5074
H 0.3726 1.7243 -0.7899
H 2.4787 -1.1723 0.0448
H -2.3670 -0.2760 1.2483
*
```

Charges in e, computed with natural (NBO), in the same order as the atoms: -0.600, 0.444, -0.509, 0.653, -0.554, 0.371, -0.466, 0.379, 0.137, 0.146



Entry B
C3H3NO3 as an isolated structure. Source: the Open Molecules 2025 dataset; level of theory: ωB97M-V with the def2-TZVPD basis set.

Results
M: 101.061 u
LUMO: -0.009 eV
HOMO energy: -9.5 eV

ORCA input file:
```
! wB97M-V def2-TZVPD RIJCOSX def2/J DEFGRID3
* xyz 0 1
N 0.9017 -0.0255 1.2761
C 0.4078 0.2950 0.1706
O -0.2704 -0.4890 -0.7776
C -1.2439 -1.3007 -0.3104
O -1.5204 -1.4737 0.8430
C 0.6791 1.6733 -0.4078
O 1.6164 1.1244 -0.9760
H 0.4393 -0.8346 1.6659
H -1.7552 -1.7648 -1.1628
H 0.7455 2.7956 -0.3209
*
```

Charges in e, computed with natural (NBO), in the same order as the atoms: -0.712, 0.552, -0.513, 0.652, -0.560, 0.309, -0.447, 0.389, 0.135, 0.196



Top of the stability list: entry A, leading by 201.3 kJ/mol.



Entry A
One molecule with the formula C3H3NO3. Source: the Open Molecules 2025 dataset; level of theory: ωB97M-V with the def2-TZVPD basis set.

Results
M: 101.061 u
LUMO: 0.093 eV
HOMO energy: -10.0 eV
SMILES string: O=C1N=CO[C@@H]1O

ORCA input file:
```
! wB97M-V def2-TZVPD RIJCOSX def2/J DEFGRID3
* xyz 0 1
C 0.7204 -1.3650 0.3489
C -0.5815 -0.2345 -0.9412
C 0.2492 0.7994 0.1397
N -0.0665 -1.4735 -0.6518
O -1.4403 0.1154 -1.6795
O 0.9555 -0.1846 0.8885
O -0.5741 1.5673 0.9272
H 1.2207 -2.2089 0.7961
H 0.9894 1.4066 -0.3963
H -1.4729 1.5778 0.5684
*
```

Charges in e, computed with natural (NBO), in the same order as the atoms: 0.482, 0.643, 0.246, -0.571, -0.515, -0.458, -0.693, 0.198, 0.171, 0.497



Entry B
One molecule with the formula C3H3NO3. Source: the Open Molecules 2025 dataset; level of theory: ωB97M-V with the def2-TZVPD basis set.

Results
M: 101.061 u
LUMO: 0.610 eV
HOMO energy: -8.7 eV
SMILES string: O=COc1co[nH]1

ORCA input file:
```
! wB97M-V def2-TZVPD RIJCOSX def2/J DEFGRID3
* xyz 0 1
N -1.2060 0.9437 -1.0676
C -0.2737 0.3517 -0.2056
O 1.0625 0.3756 -0.4506
C 1.8154 -0.3952 0.3726
O 1.3941 -1.0015 1.3143
C -1.1654 -0.2044 0.6151
O -2.2467 0.0437 -0.2095
H -1.0106 0.7216 -2.0643
H 2.8583 -0.3516 0.0405
H -1.2280 -0.4836 1.6552
*
```

Charges in e, computed with natural (NBO), in the same order as the atoms: -0.294, 0.288, -0.475, 0.643, -0.546, 0.004, -0.336, 0.355, 0.134, 0.226



Entry C
One molecule with the formula C3H3NO3. Source: the Open Molecules 2025 dataset; level of theory: ωB97M-V with the def2-TZVPD basis set.

Results
M: 101.061 u
LUMO: 0.226 eV
HOMO energy: -9.4 eV
SMILES string: Oc1conc1O

ORCA input file:
```
! wB97M-V def2-TZVPD RIJCOSX def2/J DEFGRID3
* xyz 0 1
C -0.0636 0.3596 0.1032
C 1.2528 0.5720 0.1563
C -0.3162 -1.0122 -0.0038
H -0.6274 1.9340 -0.4370
H 1.6793 1.5585 0.1429
H -1.9743 -0.8030 0.4484
N 0.8934 -1.5039 -0.0615
O -1.1579 1.1152 -0.1446
O 1.7698 -0.6377 -0.1633
O -1.4559 -1.5826 -0.0406
*
```

Charges in e, computed with natural (NBO), in the same order as the atoms: 0.110, -0.035, 0.357, 0.493, 0.207, 0.502, -0.153, -0.664, -0.213, -0.603



Top of the stability list: entry A, leading by 321.3 kJ/mol.



Entry A
One molecule with the formula C3H3NO3. Source: the Open Molecules 2025 dataset; level of theory: ωB97M-V with the def2-TZVPD basis set.

Results
M: 101.061 u
LUMO: 0.336 eV
HOMO energy: -8.7 eV
SMILES string: O=c1[nH]c(O)co1

ORCA input file:
```
! wB97M-V def2-TZVPD RIJCOSX def2/J DEFGRID3
* xyz 0 1
C -1.0916 -0.1210 -0.0393
C -0.6056 1.1555 0.0836
C 1.2398 -0.1147 -0.0649
H -2.7533 0.3429 0.3965
H -0.9770 2.1192 0.3886
H 0.0213 -1.9108 -0.1959
N 0.0515 -0.9328 -0.2687
O -2.3714 -0.5416 0.1080
O 0.7887 1.1135 -0.2295
O 2.3443 -0.5145 0.2985
*
```

Charges in e, computed with natural (NBO), in the same order as the atoms: 0.425, -0.128, 0.892, 0.496, 0.221, 0.419, -0.651, -0.630, -0.461, -0.583



Entry B
One molecule with the formula C3H3NO3. Source: the Open Molecules 2025 dataset; level of theory: ωB97M-V with the def2-TZVPD basis set.

Results
M: 101.061 u
LUMO: 0.015 eV
HOMO energy: -9.3 eV
SMILES string: O=C=CCON=O

ORCA input file:
```
! wB97M-V def2-TZVPD RIJCOSX def2/J DEFGRID3
* xyz 0 1
C -1.8501 0.4591 -0.2681
C 0.6793 -0.0411 -0.5330
C -0.6313 0.6539 -0.6980
N 1.0237 -0.4485 1.7470
O 0.7838 -1.0381 0.4676
O -2.9080 0.3405 0.1837
O 1.2882 -1.2484 2.5675
H 0.7851 -0.6307 -1.3590
H 1.4837 0.5702 -0.5024
H -0.6543 1.3830 -1.6054
*
```

Charges in e, computed with natural (NBO), in the same order as the atoms: 0.720, -0.072, -0.592, 0.361, -0.392, -0.441, -0.250, 0.203, 0.192, 0.271



Top of the stability list: entry A, leading by 326.2 kJ/mol.



Entry A
C48H45N2P2SiW as an isolated structure. Source: the Open Molecules 2025 dataset; level of theory: ωB97M-V with the def2-TZVPD basis set.

Results
M: 923.776 u
LUMO: -2.850 eV
HOMO energy: -10.0 eV

ORCA input file:
```
! wB97M-V def2-TZVPD RIJCOSX def2/J DEFGRID3
* xyz 1 1
W -0.0297 -0.4416 0.1371
C -0.1191 -2.6586 -0.3345
C 0.4848 -1.9885 -1.4451
C -0.5473 -1.3336 -2.1682
C -1.7294 -1.5085 -1.4937
C -1.4693 -2.2731 -0.3293
H 0.3617 -3.3866 0.2968
H 1.4754 -2.1764 -1.7951
H -0.4033 -0.8079 -3.0968
H -2.6952 -1.1543 -1.8040
H -2.1975 -2.6032 0.3962
C -0.8904 3.2596 -4.6626
C 0.4990 3.2606 -4.6052
C 1.1517 2.5348 -3.6246
C 0.4397 1.7825 -2.6844
C -0.9439 1.7911 -2.7566
C -1.6085 2.5246 -3.7344
P 1.3731 0.9378 -1.3246
C 2.7785 0.2150 -2.2293
C 4.0235 0.1405 -1.6095
C 5.0999 -0.4506 -2.2542
C 4.9390 -0.9896 -3.5213
C 3.7016 -0.9229 -4.1495
C 2.6295 -0.3163 -3.5106
C 2.0112 2.4357 -0.5218
C 3.0214 3.2005 -1.1054
C 3.1085 4.5532 -0.8246
C 2.1309 5.1552 -0.0409
C 1.1625 4.3793 0.5747
C 1.1462 2.9942 0.4118
H -1.4047 3.8306 -5.4232
H 1.0744 3.8280 -5.3239
H 2.2329 2.5521 -3.6059
H -1.5305 1.2346 -2.0307
H -2.6899 2.5180 -3.7643
H 4.1674 0.5555 -0.6191
H 6.0611 -0.4987 -1.7613
H 5.7748 -1.4581 -4.0224
H 3.5746 -1.3291 -5.1434
H 1.6812 -0.2457 -4.0277
H 3.7153 2.7582 -1.8069
H 3.9046 5.1445 -1.2561
H 2.1344 6.2264 0.1076
H 0.4125 4.8576 1.1907
N -0.6676 0.0981 2.7352
P 0.2411 1.8008 1.5118
C -1.2407 2.8287 1.7690
C -1.9587 3.2831 0.6685
C -3.0995 4.0492 0.8469
C -3.5274 4.3750 2.1290
C -2.8090 3.9327 3.2298
C -1.6721 3.1545 3.0490
C 1.3231 2.0226 2.9989
C 1.7537 0.9453 3.7655
C 2.5094 1.1210 4.9138
C 2.8355 2.3992 5.3380
C 2.3976 3.4897 4.6037
C 1.6547 3.3023 3.4472
C -1.9269 -0.0110 2.3371
C -3.0959 -0.1648 3.1372
C -4.3118 -0.1430 2.5402
C -4.4073 0.0396 1.1382
C -3.2557 0.1134 0.4258
N -2.0184 0.0396 1.0010
H -0.5498 0.0414 3.7399
H -1.6218 3.0595 -0.3397
H -3.6522 4.3968 -0.0153
H -4.4156 4.9761 2.2689
H -3.1267 4.1905 4.2309
H -1.1204 2.8079 3.9145
H 1.5079 -0.0594 3.4662
H 2.8390 0.2565 5.4740
H 3.4193 2.5449 6.2370
H 2.6300 4.4949 4.9270
H 1.3248 4.1787 2.9191
H -2.9861 -0.2843 4.2064
H -5.2107 -0.2523 3.1319
H -5.3597 0.1193 0.6379
H -3.2667 0.2737 -0.6368
C 1.2515 -2.4027 2.6768
Si 2.0913 -1.4882 1.2361
C 3.5597 -0.4687 1.8297
C 3.0804 -2.8974 0.3720
C 3.4889 -3.0661 -0.9568
C 4.3114 -4.1122 -1.3586
C 4.7799 -5.0304 -0.4368
C 4.4368 -4.8740 0.8952
C 3.6090 -3.8312 1.2848
H 1.6900 -2.1612 3.6479
H 1.3804 -3.4728 2.5186
H 0.1847 -2.2054 2.7566
H 3.8282 -0.7325 2.8555
H 3.4393 0.6139 1.7965
H 4.4092 -0.7436 1.2018
H 3.2388 -2.3409 -1.7155
H 4.5961 -4.1949 -2.4000
H 5.4188 -5.8461 -0.7473
H 4.8135 -5.5668 1.6366
H 3.3794 -3.7532 2.3384
*
```

Charges in e, computed with Mulliken, in the same order as the atoms: 3.038, -1.266, -1.144, -0.996, -0.921, -0.793, 0.961, 1.407, 0.767, 0.974, 0.459, -0.815, -0.875, -0.783, 0.452, -0.047, -0.876, 0.964, 0.662, -0.650, -1.081, -0.752, -0.874, -0.717, -0.034, -0.348, -0.979, -1.068, -0.476, -0.137, 0.421, 0.488, 0.368, 0.532, 0.514, 0.760, 0.473, 0.480, 0.471, 0.313, 0.486, 0.461, 0.468, 0.689, 0.119, 1.743, 1.163, -0.727, -0.725, -0.749, -0.898, -0.963, 0.497, -0.646, -1.115, -0.746, -0.933, -0.261, -0.392, -1.300, -0.590, -1.181, -0.439, 0.665, 0.348, 0.340, 0.500, 0.430, 0.465, 0.453, 0.430, 0.482, 0.401, 0.463, 0.459, 0.558, 0.458, 0.505, 0.258, -2.361, 2.270, -2.260, 1.540, 0.760, -1.035, -0.678, -0.902, -1.151, 0.485, 0.865, 0.431, 0.554, 0.554, 0.679, -0.411, 0.470, 0.394, 0.460, 0.296



Entry B
C48H45N2P2SiW as an isolated structure. Source: the Open Molecules 2025 dataset; level of theory: ωB97M-V with the def2-TZVPD basis set.

Results
M: 923.776 u
LUMO: -2.311 eV
HOMO energy: -10.0 eV

ORCA input file:
```
! wB97M-V def2-TZVPD RIJCOSX def2/J DEFGRID3
* xyz 1 1
W 0.9712 0.4880 -0.2271
C 2.8891 1.3223 -1.1778
C 3.1779 1.3643 0.2168
C 2.2454 2.2067 0.8393
C 1.3221 2.6763 -0.1517
C 1.7744 2.1729 -1.4174
H 3.4415 0.7643 -1.9156
H 4.0126 0.8893 0.7048
H 2.1941 2.4357 1.8912
H 0.5848 3.4527 -0.0409
H 1.4009 2.4625 -2.3793
C -0.8557 5.0610 -4.2373
C -1.3631 5.0666 -2.9448
C -1.4315 3.8852 -2.2219
C -0.9931 2.6833 -2.7801
C -0.4923 2.6857 -4.0794
C -0.4253 3.8702 -4.8032
P -1.0620 1.1494 -1.7940
C -2.8632 0.8960 -1.6079
C -3.3321 0.0319 -0.6170
C -4.6905 -0.1842 -0.4505
C -5.6030 0.4719 -1.2660
C -5.1494 1.3369 -2.2500
C -3.7874 1.5484 -2.4226
C -0.3603 -0.1474 -2.8199
C -0.8343 -0.7438 -3.9839
C -0.0634 -1.7343 -4.5725
C 1.1556 -2.0925 -3.9988
C 1.5946 -1.5042 -2.8189
C 0.8318 -0.5234 -2.1755
H -0.8008 5.9829 -4.8023
H -1.7094 5.9913 -2.5008
H -1.8556 3.9031 -1.2256
H -0.1442 1.7628 -4.5282
H -0.0343 3.8580 -5.8129
H -2.6362 -0.4556 0.0486
H -5.0368 -0.8551 0.3261
H -6.6653 0.3098 -1.1329
H -5.8553 1.8492 -2.8909
H -3.4508 2.2236 -3.1982
H -1.7844 -0.4471 -4.4157
H -0.3998 -2.2225 -5.4790
H 1.7608 -2.8560 -4.4744
H 2.5298 -1.8411 -2.3892
N -0.3028 -0.7485 2.5861
P -0.1622 0.8462 2.0193
C -1.8635 1.5101 2.0417
C -2.8323 1.0002 2.9038
C -4.1124 1.5321 2.9086
C -4.4301 2.5949 2.0706
C -3.4637 3.1273 1.2312
C -2.1897 2.5775 1.2156
C 0.5079 1.6770 3.4931
C 1.1854 0.9870 4.4951
C 1.6829 1.6700 5.5980
C 1.5176 3.0423 5.7027
C 0.8394 3.7360 4.7077
C 0.3292 3.0567 3.6140
C -0.6818 -1.6812 1.6405
C -1.3471 -2.8397 2.0441
C -1.8351 -3.7020 1.0936
C -1.6429 -3.3798 -0.2451
C -0.9253 -2.2548 -0.5569
N -0.4186 -1.3908 0.3527
H -0.6294 -0.9361 3.5216
H -2.6006 0.1816 3.5755
H -4.8635 1.1212 3.5715
H -5.4317 3.0064 2.0750
H -3.7072 3.9545 0.5754
H -1.4332 2.9728 0.5488
H 1.3342 -0.0818 4.4244
H 2.2020 1.1232 6.3746
H 1.9096 3.5718 6.5618
H 0.6979 4.8062 4.7897
H -0.2222 3.6040 2.8572
H -1.4895 -3.0201 3.1024
H -2.3646 -4.5997 1.3854
H -2.0131 -4.0056 -1.0452
H -0.7427 -2.0208 -1.5923
C 3.3878 -0.9388 2.3725
Si 2.8264 -1.3700 0.6042
C 4.4391 -1.4868 -0.3971
C 2.3219 -3.2180 0.6632
C 1.5509 -3.8441 -0.3176
C 1.3007 -5.2116 -0.3083
C 1.8337 -6.0070 0.6925
C 2.6384 -5.4224 1.6620
C 2.8792 -4.0558 1.6410
H 4.3538 -0.4221 2.3874
H 3.4956 -1.8116 3.0153
H 2.6636 -0.2755 2.8409
H 5.1658 -0.7051 -0.1581
H 4.2985 -1.4784 -1.4812
H 4.9010 -2.4450 -0.1464
H 1.1667 -3.2631 -1.1441
H 0.6971 -5.6538 -1.0932
H 1.6452 -7.0729 0.7073
H 3.0883 -6.0345 2.4340
H 3.5319 -3.6503 2.4026
*
```

Charges in e, computed with Mulliken, in the same order as the atoms: 2.151, -1.259, -1.146, -0.832, -0.567, -0.492, 0.699, 1.131, 0.844, 0.682, 0.964, -0.641, -0.881, -0.294, 0.109, -0.415, -0.723, 2.694, 0.436, 0.091, -0.914, -0.744, -0.755, -0.952, -0.036, -0.417, -0.965, -1.071, 0.269, -0.445, 0.392, 0.462, 0.353, 0.425, 0.430, 0.295, 0.506, 0.421, 0.463, 0.479, 0.511, 0.454, 0.477, 0.245, 0.895, 0.335, 0.948, -0.523, -0.945, -0.759, -0.988, 0.336, 0.425, -0.682, -0.959, -0.616, -0.732, -0.406, -0.577, -1.186, -1.205, -1.100, -0.434, 1.153, 0.553, 0.340, 0.454, 0.442, 0.468, -0.147, 0.328, 0.445, 0.407, 0.450, 0.343, 0.563, 0.521, 0.631, -0.127, -1.268, 1.175, -1.599, 0.875, 0.109, -0.374, -0.768, -0.782, -0.732, 0.419, 0.409, 0.000, 0.420, 0.346, 0.414, -0.295, 0.458, 0.402, 0.445, 0.258



Top of the stability list: entry B, leading by 168.0 kJ/mol.